Entry 1:
Computed, not measured: C34H65As3F6N5O4P2S2Ti as an isolated structure at a distorted geometry, with ωB97M-V with the def2-TZVPD basis set.

Computed properties:
HOMO level (alpha / beta)	-14.35 / -14.35	eV
2S+1	1
net charge	+3

```
122
Properties=species:S:1:pos:R:3:lowdin_charge:R:1
Ti -0.006 -0.406 1.257 0.80
N 1.510 1.910 2.818 -0.03
C 1.441 2.674 4.079 -0.22
C 0.636 1.914 5.125 -0.16
C -0.721 1.482 4.588 -0.20
N -0.590 0.337 3.649 -0.03
H 2.064 1.073 3.006 0.03
H 2.043 2.474 2.160 0.04
H 0.955 3.626 3.865 0.11
H 2.439 2.895 4.476 0.13
H 0.502 2.556 5.996 0.14
H 1.191 1.035 5.464 0.12
H -1.192 2.314 4.065 0.10
H -1.359 1.201 5.431 0.14
H -1.416 -0.247 3.794 0.02
H 0.185 -0.215 4.027 0.07
C 3.733 1.552 0.681 -0.21
P 2.731 0.001 0.482 1.07
C 3.185 -0.205 -1.308 -0.40
N 4.473 -0.267 -1.498 0.11
C 4.998 -0.325 -2.723 -0.18
C 6.380 -0.485 -2.925 0.01
C 6.871 -0.479 -4.202 -0.02
C 6.016 -0.300 -5.307 -0.02
C 4.663 -0.166 -5.148 0.02
C 4.117 -0.202 -3.853 -0.17
N 2.799 -0.169 -3.629 0.14
C 2.310 -0.206 -2.421 -0.41
P 0.501 -0.535 -2.219 1.11
C 0.810 -2.332 -2.586 -0.21
C -0.254 -0.011 -3.898 -0.67
C 0.194 1.394 -4.290 -0.08
C 0.048 -0.958 -5.056 -0.08
C -1.760 -0.019 -3.630 -0.11
C 3.869 -1.258 1.356 -0.66
C 5.367 -0.968 1.236 -0.07
C 3.583 -2.633 0.753 -0.07
C 3.506 -1.238 2.844 -0.09
H 4.659 1.423 0.120 0.06
H 3.991 1.733 1.721 0.05
H 3.204 2.414 0.275 0.04
H 7.024 -0.607 -2.071 0.12
H 7.927 -0.611 -4.371 0.12
H 6.448 -0.274 -6.295 0.12
H 4.005 -0.042 -5.994 0.12
H -0.141 -2.846 -2.708 0.04
H 1.384 -2.772 -1.773 0.03
H 1.389 -2.428 -3.503 0.07
H 1.265 1.424 -4.469 0.07
H -0.070 2.133 -3.539 0.06
H -0.300 1.675 -5.216 0.10
H 1.114 -1.029 -5.253 0.07
H -0.421 -0.555 -5.951 0.10
H -0.368 -1.949 -4.899 0.08
H -2.014 0.779 -2.933 0.03
H -2.081 -0.972 -3.208 0.08
H -2.306 0.150 -4.555 0.10
H 5.685 -0.914 0.200 0.06
H 5.903 -1.793 1.703 0.11
H 5.661 -0.058 1.751 0.09
H 3.904 -2.673 -0.287 0.09
H 2.525 -2.891 0.807 0.04
H 4.132 -3.400 1.294 0.11
H 3.800 -0.296 3.310 0.08
H 4.049 -2.028 3.358 0.11
H 2.441 -1.414 3.005 0.04
C -0.565 3.734 1.501 -0.23
As -0.602 1.994 0.532 1.14
C 0.482 2.765 -0.929 -0.25
C -2.378 2.303 -0.366 -0.27
C -3.646 1.975 0.435 -0.66
C -3.455 2.412 1.891 -0.09
C -3.927 0.473 0.394 -0.28
As -2.766 -0.819 1.458 1.21
C -3.747 -0.592 3.205 -0.22
C -3.966 -2.296 0.946 -0.23
C -4.865 2.770 -0.081 -0.35
As -6.015 2.430 -1.720 1.16
C -7.086 0.869 -1.175 -0.34
C -4.870 1.567 -3.076 -0.35
H -1.021 3.707 2.486 0.02
H -1.096 4.465 0.879 0.07
H 0.470 4.061 1.599 0.03
H -0.153 3.415 -1.543 0.06
H 0.935 1.999 -1.556 -0.03
H 1.272 3.395 -0.512 0.04
H -2.364 1.725 -1.294 0.05
H -2.384 3.370 -0.637 0.10
H -2.576 1.895 2.301 0.01
H -4.333 2.147 2.477 0.10
H -3.327 3.493 1.947 0.10
H -3.865 0.104 -0.637 0.07
H -4.949 0.294 0.751 0.09
H -4.809 -0.449 2.975 0.06
H -3.431 0.235 3.838 0.03
H -3.659 -1.528 3.760 0.04
H -4.971 -2.100 1.334 0.06
H -3.609 -3.236 1.357 0.03
H -4.017 -2.396 -0.137 0.04
H -4.572 3.818 -0.174 0.07
H -5.625 2.750 0.703 0.07
H -7.517 1.025 -0.189 0.02
H -6.508 -0.054 -1.192 0.01
H -7.912 0.769 -1.879 0.03
H -4.068 2.231 -3.385 0.01
H -5.503 1.386 -3.943 0.03
H -4.475 0.613 -2.737 -0.01
F 0.889 -4.792 -0.719 0.19
C -0.405 -4.607 -0.565 -0.65
F -1.024 -4.790 -1.718 0.19
F -0.888 -5.448 0.328 0.19
S -0.828 -2.884 0.087 0.59
O 0.372 -2.044 0.224 -0.56
O -1.777 -2.264 -0.768 -0.30
N -1.324 -3.161 1.551 -0.35
S -0.048 -3.228 2.476 0.69
O 0.941 -4.102 1.989 -0.18
O 0.360 -1.833 2.700 -0.45
C -0.726 -3.636 4.162 -0.64
F -1.612 -2.639 4.348 0.12
F -1.326 -4.786 4.264 0.24
F 0.233 -3.497 5.056 0.21
```

Entry 2:
Computed, not measured: C4H13NO3Tl as an isolated structure at a distorted geometry, with ωB97M-V with the def2-TZVPD basis set.

Computed properties:
HOMO level	-13.75	eV
energy above the lowest of the compared OMol25 structures with the same formula, charge and spin	1.088	eV
2S+1	1
net charge	+1

```
22
Properties=species:S:1:pos:R:3:lowdin_charge:R:1
Tl -0.505 2.177 1.530 1.30
O 1.964 3.547 1.242 -0.23
H 1.857 4.016 0.395 -0.02
O -1.694 1.168 3.980 -0.23
H -1.564 2.052 4.367 -0.05
C -1.099 -2.574 -0.713 -0.03
C -0.415 -1.307 -0.118 -0.40
C 0.036 -0.360 -1.220 -0.19
O 0.773 0.744 -0.663 -0.34
C 2.028 1.000 -1.367 -0.04
N -1.323 -0.673 0.855 0.05
H -0.293 -2.946 -1.348 0.09
H -1.947 -2.296 -1.338 0.09
H -1.368 -3.292 0.058 0.09
H 0.490 -1.638 0.394 0.15
H -0.803 0.162 -1.687 0.14
H 0.575 -0.903 -1.996 0.13
H 1.826 1.312 -2.391 0.10
H 2.511 0.023 -1.400 0.10
H 2.658 1.707 -0.836 0.08
H -1.409 -1.251 1.688 0.10
H -2.299 -0.670 0.567 0.10
```

Entry 3:
Computed, not measured: C6H16AlClHfNO5P2S as an isolated structure at a distorted geometry, with ωB97M-V with the def2-TZVPD basis set.

Computed properties:
HOMO level	-18.11	eV
2S+1	1
net charge	+3

```
34
Properties=species:S:1:pos:R:3:nbo_charge:R:1
N -1.788 1.303 -2.584 -1.12
P -0.387 0.843 -1.727 0.71
O 0.753 0.553 -2.931 -0.97
Al -0.969 -1.207 -0.579 1.28
C -0.913 -0.975 1.460 -0.44
O -0.967 0.394 1.748 -0.47
C -0.014 0.787 2.715 0.21
O 1.191 0.987 1.972 -0.54
C 1.612 2.329 2.035 -0.12
C 2.823 2.414 1.101 0.02
O 3.734 1.457 1.485 -0.65
C -2.830 -1.666 -1.117 -1.12
C -2.964 -3.046 -1.694 0.58
O -2.093 -3.745 -1.988 -0.53
Cl -4.618 -3.617 -1.988 0.05
P 0.703 -2.821 -1.140 0.19
S 0.898 -4.196 0.255 0.28
H -1.559 1.811 -3.436 0.43
H -2.332 1.873 -1.938 0.42
H 1.269 -0.235 -2.743 0.51
H -1.747 -1.562 1.883 0.27
H 0.038 -1.413 1.812 0.21
H 0.129 0.051 3.511 0.21
H -0.322 1.729 3.182 0.21
H 0.829 3.072 1.799 0.19
H 1.984 2.540 3.052 0.25
H 2.489 2.146 0.022 -0.06
H 3.283 3.418 1.092 0.22
H 4.493 1.946 1.822 0.52
H -3.482 -1.559 -0.235 0.29
H -3.229 -0.952 -1.856 0.31
H 0.536 -3.430 -2.410 0.17
H 1.956 -2.134 -1.184 0.08
Hf 1.494 2.904 -1.395 1.42
```

Entry 4:
Computed, not measured: C5H7NO in the gas phase at a distorted geometry, with ωB97M-V with the def2-TZVPD basis set.

Computed properties:
HOMO level	-9.52	eV
energy above the lowest of the compared OMol25 structures with the same formula, charge and spin	4.177	eV
structure (SMILES)	C[C@]12N[C@H]1CC2=O
2S+1	1

```
14
Properties=species:S:1:pos:R:3:nbo_charge:R:1
C 0.802 1.687 -0.293 -0.62
C 0.133 0.409 0.066 -0.03
N 0.259 -0.099 1.463 -0.55
C 0.630 -0.938 0.394 -0.04
C -0.798 -1.542 -0.435 -0.58
C -1.109 -0.096 -0.616 0.56
O -2.079 0.514 -0.996 -0.52
H 1.054 1.709 -1.357 0.22
H 1.703 1.827 0.306 0.23
H 0.100 2.502 -0.090 0.23
H -0.609 -0.444 1.858 0.36
H 1.672 -1.305 0.277 0.22
H -1.547 -2.186 0.035 0.23
H 0.124 -2.016 -0.699 0.29
```

Entry 5:
Computed, not measured: C11H12CoN2P as an isolated structure at a distorted geometry, with ωB97M-V with the def2-TZVPD basis set.

Computed properties:
HOMO level (alpha / beta)	-5.43 / -8.40	eV
energy above the lowest of the compared OMol25 structures with the same formula, charge and spin	2.942	eV
2S+1	5

```
27
Properties=species:S:1:pos:R:3:nbo_charge:R:1
C -0.609 0.458 -3.326 -0.15
C -1.273 1.555 -2.844 -0.34
C -0.369 2.576 -2.410 -0.09
C 0.985 2.157 -2.626 -0.33
C 1.048 0.906 -3.182 -0.16
Co 0.490 -1.698 0.520 0.68
P 0.335 -3.431 -0.784 0.00
H -0.915 -0.495 -3.710 0.21
H -2.358 1.623 -2.793 0.22
H -0.667 3.533 -1.978 0.21
H 1.847 0.259 -3.487 0.21
H 1.864 2.753 -2.391 0.22
H 1.469 -3.727 -1.615 0.03
H -0.731 -3.448 -1.750 0.02
H 0.146 -4.704 -0.149 0.04
N 2.895 -0.113 4.607 -0.32
C 1.954 -0.055 3.963 0.28
C 0.759 0.002 3.129 -0.16
C -0.498 0.278 3.677 -0.17
C -1.632 0.418 2.875 -0.33
C -1.530 0.194 1.493 0.07
N -0.357 -0.250 1.006 -0.65
C 0.859 -0.237 1.736 -0.37
H -0.581 0.421 4.755 0.23
H -2.592 0.695 3.303 0.22
H -2.336 0.330 0.779 0.21
H 1.797 -0.001 1.204 0.22
```